# 1
Entry from OMol25: 2 unconnected molecules or ions with the total composition C3HClFO2 at a distorted geometry (ωB97M-V with the def2-TZVPD basis set).

Positions of all 8 atoms, in Å:
C (2.613, -1.713, -0.842)
C (1.448, -1.472, -0.563)
C (-1.751, 1.685, 0.635)
O (-1.104, 2.612, 1.015)
O (-1.567, 0.624, 0.094)
F (-3.278, 1.930, 0.841)
Cl (0.075, -2.134, -0.143)
H (3.564, -1.532, -1.038)

The value obtained for the energy relative to the best compared isomer or geometry (same formula, charge and spin) is 47.4 kcal/mol. The value obtained for the HOMO-LUMO gap is 0.28698 Ha. As for the total charge: -1. As for the spin multiplicity: 1.

Atom charges from the Mulliken analysis, given in e for atoms 1 to 6: number 1, C, carries -0.2961; number 2, C, carries -0.0483; number 3, C, carries 0.5973; number 4, O, carries -0.5930; number 5, O, carries -0.5784; number 6, F, carries -0.4153

=====

# 2
Entry from OMol25: a molecular structure, C11H13ClRe at a distorted geometry (ωB97M-V with the def2-TZVPD basis set).

Positions of all 26 atoms, in Å:
C (1.676, 2.422, -0.604)
C (0.851, 1.697, -1.544)
C (1.076, 0.301, -1.356)
H (0.196, 2.094, -2.299)
C (2.076, 0.138, -0.360)
C (2.451, 1.451, 0.119)
H (3.228, 1.682, 0.839)
H (1.657, 3.498, -0.441)
H (0.650, -0.510, -1.910)
H (2.493, -0.804, -0.081)
Re (0.393, 1.129, 0.495)
Cl (-1.877, 1.591, 0.734)
C (-1.884, -1.439, 0.298)
C (-0.788, -2.295, -0.003)
C (-0.971, -2.803, -1.332)
H (0.080, -2.474, 0.632)
C (-2.181, -2.210, -1.850)
C (-2.719, -1.337, -0.857)
H (-3.592, -0.689, -0.948)
H (-1.971, -0.882, 1.218)
H (-0.298, -3.503, -1.850)
H (-2.622, -2.413, -2.826)
C (1.182, 0.063, 2.105)
H (2.007, -0.654, 1.949)
H (0.439, -0.408, 2.760)
H (1.608, 0.914, 2.673)

The value obtained for the HOMO-LUMO gap (spin up / spin down) is 0.27768 / 0.22469 Ha. As for the total charge: 0. As for the spin multiplicity: 4.

Atom charges from the Mulliken analysis, given in e for atoms 1 to 6: number 1, C, carries -0.6759; number 2, C, carries -0.5762; number 3, C, carries -0.4166; number 4, H, carries 0.4372; number 5, C, carries -0.4389; number 6, C, carries -0.1830

=====

# 3
Entry from OMol25: 8 unconnected molecules or ions with the total composition C50H50F11O2P at a distorted geometry (ωB97M-V with the def2-TZVPD basis set).

Positions of all 114 atoms, in Å:
C (0.073, -2.108, 8.347)
C (0.059, -1.940, 6.714)
O (-1.253, -1.367, 6.264)
C (1.343, -1.131, 6.091)
P (0.926, 0.060, 4.653)
C (0.442, -1.341, 3.450)
C (1.658, -1.769, 2.390)
C (0.873, -2.228, 0.987)
F (-0.263, -3.117, 1.422)
F (1.792, -2.881, 0.021)
F (0.368, -0.957, 0.361)
C (0.683, 1.316, 3.228)
C (-0.866, 1.789, 2.980)
O (-1.415, 1.495, 1.771)
F (-1.719, 2.552, 3.925)
H (-0.235, -1.137, 8.938)
H (-0.721, -2.958, 8.618)
H (1.112, -2.530, 8.736)
H (0.078, -3.039, 6.249)
H (-1.810, -2.141, 5.898)
H (2.238, -1.807, 5.752)
H (1.763, -0.450, 6.976)
H (2.334, 0.480, 4.685)
H (0.022, 0.859, 5.447)
H (0.097, -2.340, 3.953)
H (-0.483, -0.969, 2.797)
H (2.420, -0.897, 2.203)
H (2.190, -2.701, 2.912)
H (1.129, 0.967, 2.194)
H (1.294, 2.295, 3.527)
F (-0.513, -6.125, -6.013)
C (-0.142, -5.550, -4.862)
C (0.706, -6.235, -3.998)
C (1.097, -5.635, -2.801)
C (0.627, -4.360, -2.476)
C (-0.228, -3.683, -3.347)
C (-0.610, -4.279, -4.549)
H (1.055, -7.227, -4.263)
H (1.766, -6.158, -2.122)
H (0.928, -3.894, -1.540)
H (-0.597, -2.693, -3.090)
H (-1.267, -3.764, -5.242)
F (3.288, 2.249, 2.713)
C (3.759, 2.464, 1.477)
C (3.654, 1.460, 0.521)
C (4.139, 1.686, -0.767)
C (4.734, 2.911, -1.082)
C (4.838, 3.910, -0.113)
C (4.343, 3.688, 1.171)
H (3.197, 0.513, 0.786)
H (4.056, 0.911, -1.524)
H (5.116, 3.085, -2.085)
H (5.305, 4.861, -0.359)
H (4.408, 4.458, 1.934)
F (-4.301, -5.684, 3.945)
C (-3.513, -6.073, 2.934)
C (-3.375, -7.428, 2.656)
C (-2.559, -7.833, 1.599)
C (-1.880, -6.878, 0.839)
C (-2.021, -5.520, 1.129)
C (-2.846, -5.115, 2.178)
H (-3.903, -8.157, 3.262)
H (-2.450, -8.890, 1.369)
H (-1.240, -7.194, 0.018)
H (-1.489, -4.778, 0.539)
H (-2.974, -4.063, 2.412)
F (3.572, 7.348, -0.261)
C (4.042, 7.563, -1.497)
C (3.938, 6.559, -2.454)
C (4.423, 6.785, -3.742)
C (5.017, 8.010, -4.056)
C (5.122, 9.009, -3.088)
C (4.627, 8.787, -1.803)
H (3.481, 5.611, -2.189)
H (4.339, 6.009, -4.499)
H (5.399, 8.184, -5.060)
H (5.588, 9.960, -3.334)
H (4.692, 9.556, -1.041)
F (-6.416, 6.200, 1.477)
C (-5.303, 5.475, 1.301)
C (-5.063, 4.380, 2.123)
C (-3.907, 3.622, 1.937)
C (-2.998, 3.975, 0.937)
C (-3.246, 5.079, 0.119)
C (-4.407, 5.830, 0.298)
H (-5.776, 4.127, 2.901)
H (-3.714, 2.760, 2.570)
H (-2.094, 3.386, 0.795)
H (-2.535, 5.353, -0.656)
H (-4.620, 6.685, -0.334)
F (-5.825, 11.022, -5.536)
C (-5.809, 10.400, -4.349)
C (-4.920, 9.352, -4.138)
C (-4.900, 8.707, -2.901)
C (-5.777, 9.111, -1.892)
C (-6.670, 10.161, -2.116)
C (-6.682, 10.812, -3.349)
H (-4.251, 9.047, -4.936)
H (-4.203, 7.892, -2.723)
H (-5.764, 8.605, -0.929)
H (-7.355, 10.470, -1.330)
H (-7.363, 11.636, -3.537)
F (4.796, -12.486, -5.270)
C (3.662, -11.850, -4.948)
C (2.799, -12.418, -4.017)
C (1.621, -11.754, -3.677)
C (1.313, -10.532, -4.281)
C (2.182, -9.972, -5.218)
C (3.366, -10.632, -5.549)
H (3.052, -13.372, -3.564)
H (0.944, -12.186, -2.944)
H (0.392, -10.016, -4.019)
H (1.938, -9.024, -5.690)
H (4.057, -10.207, -6.269)

Its SMILES is C[C@@H](O)C[PH2](CCC(F)(F)F)CC(=O)F.Fc1ccccc1.Fc1ccccc1.Fc1ccccc1.Fc1ccccc1.Fc1ccccc1.Fc1ccccc1.Fc1ccccc1. The value obtained for the HOMO-LUMO gap is 0.32873 Ha. As for the total charge: 0. As for the spin multiplicity: 1.

Atom charges from the Mulliken analysis, given in e for atoms 1 to 6: number 1, C, carries -1.1555; number 2, C, carries 0.2399; number 3, O, carries -0.5436; number 4, C, carries -0.9857; number 5, P, carries 0.7116; number 6, C, carries -0.6823

=====

# 4
Entry from OMol25: a molecular structure, C7H6N2O3STi at a distorted geometry (ωB97M-V with the def2-TZVPD basis set).

Positions of all 20 atoms, in Å:
O (0.820, -1.822, 1.460)
C (0.424, -0.952, 0.781)
Ti (-0.382, 0.314, -0.531)
C (-2.292, -0.007, -0.140)
C (0.197, -0.589, -2.190)
O (-3.412, -0.206, 0.134)
O (0.579, -1.139, -3.147)
C (1.991, 5.071, 0.330)
N (2.118, 3.820, 1.079)
C (2.991, 3.580, 2.131)
C (2.742, 2.322, 2.585)
N (1.713, 1.814, 1.810)
C (1.348, 2.723, 0.871)
S (0.234, 2.544, -0.400)
H (2.242, 4.927, -0.728)
H (0.960, 5.444, 0.367)
H (2.677, 5.796, 0.787)
H (3.697, 4.327, 2.428)
H (3.186, 1.735, 3.367)
H (1.307, 0.882, 1.872)

The value obtained for the HOMO-LUMO gap (spin up / spin down) is 0.21108 / 0.23022 Ha. As for the total charge: +2. As for the spin multiplicity: 3.

Atom charges from the Mulliken analysis, given in e for atoms 1 to 6: number 1, O, carries -0.1273; number 2, C, carries 0.4626; number 3, Ti, carries -0.2169; number 4, C, carries 0.4920; number 5, C, carries 0.4810; number 6, O, carries -0.0667

=====

# 5
Entry from OMol25: 2 unconnected molecules or ions with the total composition C9H11BrN at a distorted geometry (ωB97M-V with the def2-TZVPD basis set).

Positions of all 22 atoms, in Å:
C (0.106, 2.669, -2.390)
C (1.300, 2.006, -2.670)
C (-0.853, 2.090, -1.563)
C (1.554, 0.772, -2.123)
C (-0.623, 0.852, -1.010)
C (0.592, 0.166, -1.270)
C (0.750, -1.065, -0.637)
C (-1.108, -2.673, 2.087)
C (-0.288, -0.581, 2.892)
N (-0.986, -1.307, 1.950)
Br (2.204, -2.143, -0.705)
H (-0.076, 3.641, -2.822)
H (2.029, 2.466, -3.320)
H (-1.773, 2.613, -1.357)
H (2.477, 0.252, -2.327)
H (-1.347, 0.375, -0.367)
H (-2.180, -2.905, 2.182)
H (-0.549, -3.126, 2.915)
H (-0.858, -3.147, 1.129)
H (0.410, 0.091, 2.378)
H (0.219, -1.166, 3.670)
H (-0.999, 0.122, 3.357)

The value obtained for the energy relative to the best compared isomer or geometry (same formula, charge and spin) is 109.6 kcal/mol. The value obtained for the HOMO-LUMO gap (spin up / spin down) is 0.23212 / 0.20940 Ha. As for the total charge: +1. As for the spin multiplicity: 1.

Atom charges from the Mulliken analysis, given in e for atoms 1 to 6: number 1, C, carries -0.2476; number 2, C, carries -0.6551; number 3, C, carries -0.6021; number 4, C, carries -0.4140; number 5, C, carries -0.2031; number 6, C, carries 0.9053

=====

# 6
Entry from OMol25: a molecular structure, C9H15IN4Zn at a distorted geometry (ωB97M-V with the def2-TZVPD basis set).

Positions of all 30 atoms, in Å:
C (2.772, -1.297, 0.850)
C (2.386, -0.508, 2.080)
H (2.459, -2.049, 0.079)
H (3.481, -2.020, 1.412)
H (3.276, -0.554, 0.254)
H (1.520, -0.064, 2.611)
H (2.754, -1.201, 2.873)
H (2.979, 0.406, 1.839)
Zn (-0.749, 1.589, -1.219)
C (0.744, 2.744, -1.284)
H (0.829, 3.313, -0.356)
H (0.686, 3.439, -2.127)
H (1.626, 2.106, -1.403)
I (0.121, -1.254, 0.804)
N (-4.352, 0.434, 0.364)
C (-4.117, 1.224, 1.489)
C (-2.901, 1.841, 1.303)
N (-2.397, 1.422, 0.077)
C (-3.294, 0.574, -0.479)
C (-2.989, -0.034, -1.757)
N (-1.837, 0.241, -2.383)
C (-1.797, -0.504, -3.555)
C (-2.947, -1.248, -3.629)
N (-3.733, -0.959, -2.487)
H (-5.168, -0.181, 0.129)
H (-4.849, 1.270, 2.270)
H (-2.371, 2.526, 1.993)
H (-0.969, -0.501, -4.260)
H (-3.349, -1.934, -4.338)
H (-4.630, -1.288, -2.179)

The value obtained for the HOMO-LUMO gap is 0.18055 Ha. As for the total charge: 0. As for the spin multiplicity: 1.

Atom charges from the Mulliken analysis, given in e for atoms 1 to 6: number 1, C, carries -0.9420; number 2, C, carries -0.8625; number 3, H, carries 0.3616; number 4, H, carries 0.2324; number 5, H, carries 0.2557; number 6, H, carries 0.3614

=====

What is the formula in the first record? C3HClFO2

=====

Repeat the fourth record exactly.
Entry from OMol25: a molecular structure, C7H6N2O3STi at a distorted geometry (ωB97M-V with the def2-TZVPD basis set).

Positions of all 20 atoms, in Å:
O (0.820, -1.822, 1.460)
C (0.424, -0.952, 0.781)
Ti (-0.382, 0.314, -0.531)
C (-2.292, -0.007, -0.140)
C (0.197, -0.589, -2.190)
O (-3.412, -0.206, 0.134)
O (0.579, -1.139, -3.147)
C (1.991, 5.071, 0.330)
N (2.118, 3.820, 1.079)
C (2.991, 3.580, 2.131)
C (2.742, 2.322, 2.585)
N (1.713, 1.814, 1.810)
C (1.348, 2.723, 0.871)
S (0.234, 2.544, -0.400)
H (2.242, 4.927, -0.728)
H (0.960, 5.444, 0.367)
H (2.677, 5.796, 0.787)
H (3.697, 4.327, 2.428)
H (3.186, 1.735, 3.367)
H (1.307, 0.882, 1.872)

The value obtained for the HOMO-LUMO gap (spin up / spin down) is 0.21108 / 0.23022 Ha. As for the total charge: +2. As for the spin multiplicity: 3.

Atom charges from the Mulliken analysis, given in e for atoms 1 to 6: number 1, O, carries -0.1273; number 2, C, carries 0.4626; number 3, Ti, carries -0.2169; number 4, C, carries 0.4920; number 5, C, carries 0.4810; number 6, O, carries -0.0667